Here is a structure of composition C20H46P4RuS in a non-equilibrium geometry from the Open Molecules 2025 dataset. Energies are from ωB97M-V/def2-TZVPD.

Properties
Charge: +3
E_LUMO (spin up / spin down) in eV: -7.29 / -11.61
Expectation value of S²: 8.78
HOMO energy (spin up / spin down) in eV: -13.867 / -17.290
Spin multiplicity: 6

CARTESIAN COORDINATES (ANGSTROEM)
1 Ru 0.00000 0.00000 0.00000
2 P 1.76060 1.07230 0.99240
3 P -1.75330 1.48860 0.15660
4 P 0.48520 0.77300 -2.12820
5 H -1.04060 -2.60140 -0.55230
6 C -0.35880 -1.89200 -1.02530
7 C 1.01620 -1.82920 -0.55020
8 H 1.31680 -2.47830 0.26760
9 C 2.28720 0.67530 2.72690
10 C 1.87490 2.92140 1.14510
11 C 3.39970 0.74660 0.18700
12 C -3.40240 1.04860 -0.58830
13 C -2.37290 2.04910 1.81840
14 C -1.62370 3.20380 -0.55300
15 C 1.64720 -0.20970 -3.18200
16 C 1.23170 2.43880 -2.44710
17 C -0.92830 0.83960 -3.32090
18 H -0.54170 -1.85350 -2.10080
19 H 1.81680 -1.73130 -1.27810
20 H 2.37070 -0.40910 2.84520
21 H 1.54470 1.04840 3.43610
22 H 3.25610 1.13440 2.95750
23 H 1.05930 3.27320 1.78510
24 H 1.75730 3.38440 0.16240
25 H 2.83110 3.24160 1.57820
26 H 3.57490 -0.33290 0.19060
27 H 4.22220 1.25320 0.70670
28 H 3.38220 1.07750 -0.85460
29 H -4.14810 1.84000 -0.44090
30 H -3.76710 0.12140 -0.14060
31 H -3.27660 0.86720 -1.65840
32 H -3.18420 2.77750 1.70570
33 H -1.54980 2.51480 2.36890
34 H -2.74420 1.20700 2.40620
35 H -2.53330 3.77790 -0.34210
36 H -1.48170 3.17160 -1.63540
37 H -0.76700 3.71700 -0.10760
38 H 1.72640 0.25650 -4.16980
39 H 1.28220 -1.23280 -3.29930
40 H 2.63770 -0.24570 -2.72140
41 H 1.28130 2.63780 -3.52350
42 H 2.24580 2.46720 -2.04010
43 H 0.64900 3.22460 -1.96520
44 H -0.58330 1.07770 -4.33350
45 H -1.65520 1.59320 -3.01100
46 H -1.42610 -0.13350 -3.32370
47 C -0.61580 -2.72080 -7.08180
48 C -1.78910 -2.98360 -7.80040
49 C -2.02920 -4.26290 -8.29830
50 C -1.10960 -5.29080 -8.08850
51 C 0.05880 -5.02710 -7.37240
52 C 0.30940 -3.75240 -6.87000
53 S -0.23820 -1.12150 -6.41680
54 H -1.35340 -0.50910 -6.85290
55 H -2.51290 -2.19140 -7.97040
56 H -2.94330 -4.45310 -8.85400
57 H -1.30120 -6.28570 -8.47840
58 H 0.78400 -5.81770 -7.20120
59 H 1.22160 -3.55590 -6.31360
60 C -1.11090 -0.85610 4.10680
61 P -0.74990 -0.97100 2.31410
62 C 0.27510 -2.47950 2.52330
63 C -2.45640 -1.50370 1.87580
64 H -0.17670 -0.61030 4.65370
65 H -1.53230 -1.79850 4.51510
66 H -1.84390 -0.04350 4.28480
67 H -0.02470 -3.05750 3.42080
68 H 0.05940 -3.18890 1.70510
69 H 1.35110 -2.26160 2.61410
70 H -3.20800 -0.70850 1.89370
71 H -2.48310 -1.95760 0.87470
72 H -2.80150 -2.28010 2.58920

=====

Here is a structure of composition C25H35AsN2O4PdS4 in a non-equilibrium geometry from the Open Molecules 2025 dataset. Energies are from ωB97M-V/def2-TZVPD.

Properties
E_LUMO (spin up / spin down) in eV: -1.24 / -1.32
Expectation value of S²: 2.04
HOMO energy (spin up / spin down) in eV: -6.673 / -7.781
Spin multiplicity: 3

CARTESIAN COORDINATES (ANGSTROEM)
1 Pd -0.15211 1.18123 -1.16842
2 S -1.34419 -0.77337 -1.50125
3 C -0.34053 -1.64153 -0.43928
4 N -0.82628 -2.32833 0.61834
5 C 0.11054 -3.09040 1.44455
6 C 1.12702 -3.74826 0.56518
7 N 1.80051 -2.72926 -0.23947
8 C 3.24945 -2.87311 -0.38472
9 C 3.93106 -2.60489 0.93918
10 C 4.84368 -3.50823 1.47202
11 C 5.47400 -3.23863 2.68376
12 C 5.18255 -2.06680 3.36890
13 C 4.26129 -1.16529 2.84271
14 C 3.63501 -1.43070 1.63366
15 C 1.09518 -1.73005 -0.76304
16 S 1.79492 -0.57552 -1.77735
17 C -2.19654 -2.13476 1.14593
18 C -2.20792 -1.92262 2.64623
19 C -1.72334 -0.73585 3.19317
20 C -1.69047 -0.56193 4.57217
21 C -2.13748 -1.57589 5.41592
22 C -2.63056 -2.75596 4.87471
23 C -2.66175 -2.92660 3.49466
24 H -0.44514 -3.84275 1.99694
25 H 0.60684 -2.43728 2.16588
26 H 0.64782 -4.48164 -0.08833
27 H 1.86814 -4.25711 1.17770
28 H 3.58615 -2.16729 -1.13117
29 H 3.47373 -3.87737 -0.74136
30 H 5.07120 -4.42364 0.93111
31 H 6.18469 -3.94697 3.09242
32 H 5.67994 -1.84963 4.30652
33 H 4.02869 -0.25040 3.37462
34 H 2.91753 -0.71583 1.22842
35 H -2.80387 -3.00770 0.89789
36 H -2.60633 -1.27400 0.63477
37 H -1.36954 0.05282 2.53451
38 H -1.31530 0.36949 4.98335
39 H -2.10515 -1.44460 6.49197
40 H -2.98792 -3.54659 5.52571
41 H -3.04724 -3.85257 3.07421
42 C 0.91965 3.98188 -3.24501
43 As 0.44557 2.11590 -3.33973
44 C -0.79974 2.10990 -4.81690
45 C 2.01856 1.45597 -4.24902
46 H 1.21136 4.32145 -4.23305
47 H 1.74304 4.09280 -2.54344
48 H 0.07764 4.56028 -2.87406
49 H -0.27858 2.40320 -5.72508
50 H -1.60439 2.80187 -4.59308
51 H -1.21427 1.10843 -4.93901
52 H 2.19903 2.06314 -5.13031
53 H 1.87391 0.41788 -4.53466
54 H 2.87207 1.51500 -3.57821
55 O 1.23970 0.97381 1.06411
56 S 0.58455 2.28856 1.00194
57 O 0.86355 2.94935 -0.33559
58 O 0.80331 3.15970 2.12390
59 S -1.42298 1.82663 0.75856
60 C -4.62805 3.15479 -2.35675
61 C -4.10458 4.44924 -1.71531
62 C -2.57818 4.32511 -1.84016
63 O -2.30223 2.98595 -2.27829
64 C -3.48006 2.19819 -2.10589
65 H -4.78939 3.28651 -3.42657
66 H -5.55694 2.80859 -1.90078
67 H -4.40160 4.50918 -0.66777
68 H -4.47353 5.34038 -2.22330
69 H -2.06854 4.51098 -0.89803
70 H -2.18262 5.00351 -2.59255
71 H -3.52393 1.80425 -1.09146
72 H -3.42066 1.36736 -2.80723

=====

Here is a cluster of 2 separate species, C4H11N3O in total in a non-equilibrium geometry from the Open Molecules 2025 dataset. Energies are from ωB97M-V/def2-TZVPD.

Properties
E_LUMO in eV: 0.66
HOMO energy in eV: -8.622

CARTESIAN COORDINATES (ANGSTROEM)
1 H 1.02176 -2.28242 -0.21448
2 N 0.96785 -1.85638 0.70429
3 C 0.42574 -0.75077 0.82808
4 C 0.29983 0.05052 2.06016
5 C -0.81960 -0.24859 -0.43607
6 C -1.20339 -1.24237 -1.50225
7 N -1.54052 0.73105 -0.07482
8 H -2.37011 0.87676 -0.65768
9 H 0.85850 0.98110 1.95551
10 H -0.74577 0.27866 2.25947
11 H 0.68873 -0.52876 2.89582
12 H -0.50070 -1.15513 -2.33411
13 H -1.16263 -2.26524 -1.12495
14 H -2.18771 -1.02169 -1.92125
15 N 1.40701 2.12743 -0.05277
16 O 1.48126 0.98160 -0.89193
17 H 2.03128 2.79900 -0.49576
18 H 0.44326 2.46419 -0.13483
19 H 0.90521 0.06103 -0.86241

=====

Here is a cluster of 2 separate species, C5H7NO in total in a non-equilibrium geometry from the Open Molecules 2025 dataset. Energies are from ωB97M-V/def2-TZVPD.

Properties
E_LUMO in eV: 0.75
HOMO energy in eV: -9.327

CARTESIAN COORDINATES (ANGSTROEM)
1 C 1.49579 -1.20690 -0.35212
2 C 0.48725 -0.34626 -0.76141
3 C 0.93268 0.77474 0.30456
4 C 2.02014 -0.29181 0.75201
5 H 1.63526 -2.16370 -0.78825
6 H -0.29886 -0.42435 -1.52716
7 H 0.19462 1.25913 1.09441
8 H 1.42658 1.59346 -0.29644
9 H 3.07412 -0.12984 0.44270
10 H 1.87988 -0.74362 1.82470
11 N -3.18818 1.14417 -0.32751
12 C -3.37496 0.05487 0.08052
13 O -3.64153 -0.94333 0.60154
14 H -2.64277 1.42343 -1.04755

=====

Here is a structure of composition C42H54BBaN5O3P2SSi2 in a non-equilibrium geometry from the Open Molecules 2025 dataset. Energies are from ωB97M-V/def2-TZVPD.

Properties
Charge: -2
E_LUMO in eV: 3.24
HOMO energy in eV: -2.342

CARTESIAN COORDINATES (ANGSTROEM)
1 Ba 0.95345 0.33319 -0.29030
2 C 1.37540 2.83652 2.64086
3 Si 0.63693 1.22639 3.29849
4 C -0.38873 1.63154 4.84337
5 C 2.06075 0.15455 3.92070
6 N -0.18229 0.39282 2.06358
7 P -1.68953 0.24807 1.46851
8 C -1.88693 -0.24092 -0.11209
9 P -1.51674 -1.74535 -0.71999
10 N -0.07424 -2.00295 -1.39015
11 Si 0.63920 -2.94207 -2.59036
12 C -0.16395 -2.66024 -4.30759
13 C 2.46721 -2.52856 -2.78734
14 C 0.59802 -4.80921 -2.24630
15 C -1.75877 -3.13324 0.47446
16 C -0.64337 -3.75396 1.02242
17 C -0.77651 -4.76656 1.96328
18 C -2.04032 -5.17827 2.36108
19 C -3.16229 -4.55964 1.82581
20 C -3.02023 -3.54289 0.89922
21 C -2.79781 -2.16483 -1.97166
22 C -2.95031 -3.45027 -2.47365
23 C -3.89800 -3.72678 -3.44699
24 C -4.70574 -2.70866 -3.93562
25 C -4.56994 -1.42395 -3.43143
26 C -3.63135 -1.15664 -2.44733
27 C -2.64317 -0.74277 2.70166
28 C -4.03764 -0.75745 2.65109
29 C -4.77310 -1.52406 3.53550
30 C -4.11764 -2.31000 4.48099
31 C -2.73376 -2.32122 4.52124
32 C -2.00380 -1.53887 3.63633
33 C -2.48825 1.89658 1.64390
34 C -3.05797 2.32783 2.83898
35 C -3.56677 3.61157 2.96323
36 C -3.49236 4.49207 1.89208
37 C -2.91228 4.07421 0.70360
38 C -2.42483 2.78595 0.57837
39 H 1.69540 3.49462 3.45321
40 H 0.63908 3.36379 2.03090
41 H 2.25076 2.66440 2.00903
42 H 0.29236 1.76402 5.68883
43 H -1.08085 0.82366 5.09022
44 H -0.97178 2.54763 4.73651
45 H 2.77719 0.72796 4.51344
46 H 2.61025 -0.30311 3.09544
47 H 1.68635 -0.65672 4.54965
48 H 0.56643 -2.24613 -5.00920
49 H -1.00662 -1.96895 -4.24970
50 H -0.54221 -3.58638 -4.74658
51 H 2.65944 -1.45356 -2.84885
52 H 2.86019 -2.98861 -3.69800
53 H 3.06172 -2.88757 -1.94735
54 H -0.40576 -5.22393 -2.15108
55 H 1.12918 -5.03553 -1.32081
56 H 1.10724 -5.33486 -3.05961
57 H 0.34454 -3.43833 0.71001
58 H 0.11413 -5.22546 2.37479
59 H -2.15399 -5.96971 3.09329
60 H -4.15308 -4.85892 2.14901
61 H -3.90428 -3.05567 0.50091
62 H -2.32885 -4.25637 -2.10097
63 H -4.00017 -4.73822 -3.82255
64 H -5.44487 -2.91792 -4.70065
65 H -5.20385 -0.62433 -3.79834
66 H -3.51735 -0.17432 -2.00097
67 H -4.54550 -0.16278 1.89899
68 H -5.85607 -1.51537 3.48824
69 H -4.68627 -2.91870 5.17538
70 H -2.21178 -2.94856 5.23440
71 H -0.91940 -1.54098 3.66739
72 H -3.10449 1.66104 3.69114
73 H -4.01122 3.92122 3.90278
74 H -3.87798 5.50106 1.98209
75 H -2.82244 4.75406 -0.13491
76 H -1.97900 2.45697 -0.35196
77 C 1.05588 2.65122 -4.46314
78 C 0.32430 1.98841 -3.30639
79 C -1.08805 1.55706 -3.67978
80 O 1.07295 0.83398 -2.89422
81 C 0.23783 3.00620 -2.11177
82 O -0.30524 4.08282 -2.38463
83 O 0.71619 2.66152 -0.99941
84 H 1.05148 1.99415 -5.33881
85 H 2.09508 2.84920 -4.19881
86 H 0.56450 3.59044 -4.71380
87 H -1.06643 0.94227 -4.58552
88 H -1.70366 2.43741 -3.86122
89 H -1.52706 0.97980 -2.86378
90 H 0.97082 0.10150 -3.51503
91 N 6.50129 6.64214 -0.77536
92 C 6.83029 5.43744 -0.27311
93 S 8.23199 5.15210 0.51975
94 C 5.76341 4.36478 -0.50758
95 C 6.04753 3.03662 -0.21807
96 C 5.06797 2.07963 -0.47410
97 N 3.87917 2.37064 -0.98582
98 C 3.60056 3.64516 -1.23298
99 C 4.50486 4.67630 -1.01452
100 H 7.18118 7.38098 -0.73727
101 H 5.73297 6.74436 -1.41378
102 H 7.00311 2.74909 0.19249
103 H 5.24819 1.03421 -0.25501
104 H 2.60033 3.86194 -1.58396
105 H 4.15416 5.68137 -1.21269
106 B 5.29207 -2.44329 1.02175
107 C 4.18787 -1.41287 0.49452
108 N 3.43574 -0.63333 0.08875
109 H 4.74125 -3.48245 1.31005
110 H 5.82428 -1.93777 1.98682
111 H 6.08439 -2.59439 0.11437

=====

Here is a cluster of 2 separate species, C6H12 in total in a non-equilibrium geometry from the Open Molecules 2025 dataset. Energies are from ωB97M-V/def2-TZVPD.

Properties
Charge: +1
E_LUMO (spin up / spin down) in eV: -6.65 / -6.80
Expectation value of S²: 0.81
HOMO energy (spin up / spin down) in eV: -14.041 / -16.235
Spin multiplicity: 2

CARTESIAN COORDINATES (ANGSTROEM)
1 C -2.31604 -0.84760 -0.09657
2 C -1.50295 0.33404 0.47457
3 C -0.11369 -0.06015 0.82998
4 C 0.96439 0.11543 -0.06133
5 C 0.86229 0.66196 -1.34762
6 C 2.37039 -0.22246 0.40259
7 H -3.32139 -0.56501 -0.41540
8 H -2.40587 -1.60907 0.68445
9 H -1.78642 -1.32914 -0.92309
10 H -1.46059 1.10727 -0.30679
11 H -2.03705 0.78487 1.30964
12 H 0.93562 2.06130 0.02938
13 H 0.05041 -0.68965 1.69363
14 H -0.11438 0.59342 -1.81560
15 H 1.70177 0.59008 -2.03173
16 H 2.34331 -0.56219 1.44174
17 H 2.80319 -1.00894 -0.21530
18 H 3.02701 0.64583 0.34744

=====

Here is a structure of composition C35H31Cl3N2NaO2P from the Open Molecules 2025 dataset. Energies are from ωB97M-V/def2-TZVPD.

Properties
Charge: -2
E_LUMO (spin up / spin down) in eV: 3.80 / 3.54
HOMO energy (spin up / spin down) in eV: -2.469 / -2.649

CARTESIAN COORDINATES (ANGSTROEM)
1 Na -2.45587 -0.59023 -0.73400
2 C 0.62022 1.80724 -0.18290
3 C 1.56697 0.85350 -0.15821
4 C 1.81970 0.42545 1.29825
5 C 0.86476 1.34522 2.06124
6 C 0.17422 2.09511 1.19242
7 C -0.90538 3.08730 1.48057
8 C 0.76471 1.42127 3.55472
9 C 1.73535 -1.55139 2.98531
10 C 2.33481 0.33908 -1.33420
11 C 0.07344 2.55406 -1.35623
12 H -1.84592 2.76432 1.02392
13 H -0.66689 4.06374 1.04987
14 H -1.07284 3.21201 2.55031
15 H 0.03164 0.71824 3.96024
16 H 0.45643 2.42090 3.86624
17 H 1.72597 1.20748 4.02946
18 H 1.44399 -2.60010 3.07505
19 H 1.16906 -0.99546 3.72560
20 H 2.79813 -1.47939 3.22065
21 H 1.99648 -0.65310 -1.64201
22 H 3.40017 0.26173 -1.10382
23 H 2.21890 0.99936 -2.19479
24 H -1.00516 2.39532 -1.44487
25 H 0.53975 2.26839 -2.29706
26 H 0.22460 3.63007 -1.21866
27 O -1.74238 -1.76187 1.42534
28 C -1.58698 -2.68580 0.59436
29 O -2.27216 -2.87056 -0.44040
30 C -0.38212 -3.62708 0.77947
31 P 0.97986 -3.09343 -0.37096
32 C 2.09855 -2.07863 0.64094
33 C 1.44594 -1.06790 1.55269
34 C 3.24033 0.76065 1.64756
35 C 4.34109 -0.02455 1.52363
36 C 4.45652 -1.34484 1.00930
37 C 3.45823 -2.20634 0.52082
38 C 1.94512 -4.65773 -0.50297
39 C 2.33780 -5.40415 0.60887
40 C 3.04743 -6.58420 0.45808
41 C 3.38551 -7.03577 -0.81373
42 C 3.00803 -6.30150 -1.92636
43 C 2.28931 -5.12064 -1.76891
44 H -0.66482 -4.61963 0.42604
45 H -0.06360 -3.67667 1.82080
46 H 0.36361 -1.11430 1.41817
47 H 3.39939 1.78131 1.98373
48 H 5.28565 0.43807 1.79808
49 H 5.47432 -1.70655 0.90105
50 H 3.83192 -3.06747 -0.02704
51 H 2.09109 -5.04509 1.60164
52 H 3.34374 -7.15262 1.33188
53 H 3.94330 -7.95711 -0.93273
54 H 3.26976 -6.64472 -2.91997
55 H 1.98897 -4.54543 -2.63740
56 Cl 1.99719 -1.25496 -4.57949
57 C 0.53619 -0.35235 -4.63975
58 Cl 1.52151 2.09730 -4.70750
59 Cl -0.32427 -0.36594 -6.12390
60 C -0.22241 -0.31568 -3.46086
61 N -0.84900 -0.30266 -2.49163
62 N -7.94464 8.36383 -0.71942
63 C -7.35741 7.37233 -0.70145
64 C -6.63239 6.13732 -0.67443
65 C -5.50170 5.95992 -1.47706
66 C -4.81163 4.76690 -1.45171
67 C -5.21932 3.70075 -0.62585
68 C -6.35761 3.90348 0.17862
69 C -7.05143 5.09423 0.15570
70 C -4.51065 2.47464 -0.60701
71 C -3.87987 1.41572 -0.59377
72 H -5.17187 6.76664 -2.11940
73 H -3.93612 4.62793 -2.07145
74 H -6.67970 3.09505 0.82094
75 H -7.92550 5.23000 0.78037

=====

Here is a structure of composition C5H5NO in a non-equilibrium geometry from the Open Molecules 2025 dataset. Energies are from ωB97M-V/def2-TZVPD.

Properties
E_LUMO (spin up / spin down) in eV: -0.77 / -0.77
HOMO energy (spin up / spin down) in eV: -10.167 / -10.166

CARTESIAN COORDINATES (ANGSTROEM)
1 O -0.59358 0.18755 1.68907
2 C -1.11452 -0.09314 0.55597
3 C -0.71447 0.92938 -0.48941
4 C 0.55792 0.02726 -0.39268
5 C -0.35337 -1.21374 -0.12467
6 C 1.09199 0.34452 0.94514
7 N 2.20171 0.57184 1.18223
8 H -1.10813 0.85481 -1.49827
9 H -0.63397 1.95353 -0.13582
10 H 1.33261 0.02190 -1.18621
11 H 0.03050 -1.98689 0.53511
12 H -0.69669 -1.59702 -1.08045

=====

> Number 4 is which compound?

C5H7NO